# 1
Density functional theory data (ωB97M-V/def2-TZVPD) for C3H5O3Yb as an isolated structure at a distorted geometry.

```
! RIJCOSX wB97M-V def2-TZVPD def2/J DEFGRID3
* xyz 2 2
H 1.828 -0.872 0.981
C 1.361 0.086 1.231
C 0.373 0.726 0.239
O -0.902 0.057 0.220
C -1.255 -0.599 -0.837
O -2.487 -0.943 -0.749
H 0.782 -0.191 2.118
H 1.546 1.248 1.494
H -2.933 -0.923 -1.608
Yb 0.318 -0.708 -2.746
O 1.220 0.331 -0.843
H 0.151 1.787 0.499
*
```

## Properties
F_max = 4.43 eV/Å
E_HOMO (alpha / beta) = -18.758 / -18.730 eV
Kohn-Sham gap (alpha / beta) = 9.3 / 7.2 eV
LUMO level (alpha / beta) = -9.49 / -11.56 eV
ΔE to the lowest compared entry with this formula, charge and spin = 350.32 kJ/mol
<S²> = 0.755

Results of the Mulliken charge analysis, in e, for atoms 1 through 8: number 1, H, carries 0.36; number 2, C, carries -0.98; number 3, C, carries 0.57; number 4, O, carries -0.16; number 5, C, carries -0.25; number 6, O, carries -0.28; number 7, H, carries 0.41; number 8, H, carries 0.32

# 2
Density functional theory data (ωB97M-V/def2-TZVPD) for a 2-piece molecular cluster, C3H8FNS overall at a distorted geometry.

```
! RIJCOSX wB97M-V def2-TZVPD def2/J DEFGRID3
* xyz 0 1
C -0.006 -1.722 -1.156
C -1.430 1.379 -0.034
C 0.605 -1.684 0.301
N 0.397 2.703 0.924
F 1.659 -0.756 0.360
S -1.231 2.892 0.498
H 0.247 -0.685 -1.569
H 0.459 -2.568 -1.627
H -1.018 -1.785 -1.163
H 1.073 -2.673 0.556
H -2.441 1.318 -0.562
H -0.012 -1.417 1.108
H 0.880 3.192 1.662
H 0.818 1.806 0.701
*
```

## Properties
F_max = 4.78 eV/Å
E_HOMO = -9.032 eV
Kohn-Sham gap = 9.2 eV
LUMO level = 0.19 eV
ΔE to the lowest compared entry with this formula, charge and spin = 329.41 kJ/mol

Results of the Mulliken charge analysis, in e, for atoms 1 through 8: number 1, C, carries -0.89; number 2, C, carries -0.39; number 3, C, carries -0.14; number 4, N, carries -0.41; number 5, F, carries -0.31; number 6, S, carries 0.13; number 7, H, carries 0.22; number 8, H, carries 0.33

# 3
Density functional theory data (ωB97M-V/def2-TZVPD) for C8H14F3MnNO8S as an isolated structure at a distorted geometry.

```
! RIJCOSX wB97M-V def2-TZVPD def2/J DEFGRID3
* xyz -2 6
Mn -1.342 -0.043 -0.720
C -2.833 -3.921 0.896
F -3.264 -5.161 0.598
F -3.910 -3.136 0.853
F -2.381 -3.931 2.159
S -1.514 -3.410 -0.322
O -0.388 -4.220 0.086
O -2.092 -3.680 -1.597
O -1.360 -1.980 -0.023
C -2.993 -0.188 -2.703
O -3.746 -0.973 -3.366
O -1.705 -0.534 -2.722
O -3.341 0.322 -1.547
C 2.935 0.665 -0.121
C 2.048 -0.423 -0.768
C 2.299 -1.729 0.012
O 0.764 -0.059 -0.879
H 2.510 1.645 -0.367
H 3.970 0.662 -0.488
H 2.998 0.707 0.977
H 2.523 -0.659 -1.749
H 3.319 -2.120 0.080
H 1.644 -2.526 -0.352
H 1.944 -1.593 1.046
C -0.746 2.096 1.412
O -1.587 1.597 0.689
N 0.115 3.053 1.022
C 1.280 3.344 1.829
C 0.164 3.477 -0.366
H -0.604 1.804 2.465
H 1.270 4.314 2.333
H 2.207 3.281 1.258
H 1.339 2.535 2.558
H 0.940 2.983 -0.951
H -0.764 3.240 -0.885
H 0.303 4.561 -0.347
*
```

## Properties
F_max = 6.90 eV/Å
E_HOMO (alpha / beta) = 0.174 / -0.273 eV
Kohn-Sham gap (alpha / beta) = 4.2 / 4.6 eV
LUMO level (alpha / beta) = 4.35 / 4.35 eV
<S²> = 8.756

Results of the Mulliken charge analysis, in e, for atoms 1 through 8: number 1, Mn, carries 0.81; number 2, C, carries 0.57; number 3, F, carries -0.25; number 4, F, carries -0.23; number 5, F, carries -0.25; number 6, S, carries 1.10; number 7, O, carries -0.68; number 8, O, carries -0.66

# 4
Density functional theory data (ωB97M-V/def2-TZVPD) for one molecule with the formula C5H10INS at a distorted geometry.

```
! RIJCOSX wB97M-V def2-TZVPD def2/J DEFGRID3
* xyz 0 1
C 0.381 -0.282 0.880
C -0.776 -0.730 0.047
C 0.830 -1.360 1.865
C 0.753 0.696 -2.214
C -0.567 1.053 -1.472
N -1.229 -0.049 -0.899
S -2.725 0.626 2.643
I -0.597 1.403 2.226
H 1.211 0.086 0.455
H -1.386 -1.550 0.381
H 0.016 -1.805 2.508
H 1.093 -2.188 1.205
H 1.658 -1.209 2.580
H 0.515 0.642 -3.403
H 1.387 1.502 -2.044
H 1.135 -0.241 -1.875
H -0.409 1.866 -0.640
H -1.291 1.538 -2.243
*
```

## Properties
F_max = 5.15 eV/Å
E_HOMO = -7.992 eV
Kohn-Sham gap = 7.1 eV
LUMO level = -0.88 eV
ΔE to the lowest compared entry with this formula, charge and spin = 182.22 kJ/mol

Results of the Mulliken charge analysis, in e, for atoms 1 through 8: number 1, C, carries -0.50; number 2, C, carries -0.01; number 3, C, carries -1.36; number 4, C, carries -1.05; number 5, C, carries -0.10; number 6, N, carries -0.46; number 7, S, carries -0.46; number 8, I, carries 0.39

# 5
Density functional theory data (ωB97M-V/def2-TZVPD) for C3H5O2 as an isolated structure at a distorted geometry.

```
! RIJCOSX wB97M-V def2-TZVPD def2/J DEFGRID3
* xyz 1 3
C -1.303 0.588 1.732
C -0.426 0.204 -0.727
C 1.193 0.631 -0.724
O -1.372 0.186 -1.349
O -0.872 -0.217 0.939
H -1.500 0.172 2.717
H -1.242 1.674 1.579
H 1.323 1.587 -0.099
H 1.473 0.753 -1.750
H 1.696 -0.212 -0.308
*
```

## Properties
F_max = 5.91 eV/Å
E_HOMO (alpha / beta) = -12.549 / -19.243 eV
Kohn-Sham gap (alpha / beta) = 7.5 / 9.7 eV
LUMO level (alpha / beta) = -5.07 / -9.54 eV
ΔE to the lowest compared entry with this formula, charge and spin = 47.94 kJ/mol
<S²> = 2.008

Results of the Mulliken charge analysis, in e, for atoms 1 through 8: number 1, C, carries -0.34; number 2, C, carries 0.57; number 3, C, carries -0.70; number 4, O, carries -0.10; number 5, O, carries -0.16; number 6, H, carries 0.37; number 7, H, carries 0.36; number 8, H, carries 0.34

# 6
Density functional theory data (ωB97M-V/def2-TZVPD) for C24H23OSeSn as an isolated structure at a distorted geometry.

```
! RIJCOSX wB97M-V def2-TZVPD def2/J DEFGRID3
* xyz -1 1
C 0.197 -2.519 1.990
C -1.104 -2.724 1.417
C -0.993 -2.568 0.007
H -2.001 -3.023 1.965
C 0.377 -2.297 -0.306
C 1.119 -2.248 0.926
H 2.202 -2.126 1.036
H 0.467 -2.644 3.037
H -1.775 -2.774 -0.729
H 0.788 -2.251 -1.313
C -1.221 1.965 0.463
C -0.910 1.925 1.851
C 0.503 1.694 1.981
H -1.598 2.131 2.668
C 1.060 1.606 0.670
C -0.009 1.773 -0.266
H 0.099 1.862 -1.340
H -2.182 2.244 0.034
H 1.064 1.686 2.911
H 2.118 1.526 0.432
Sn -0.409 -0.351 1.081
O -0.429 -0.227 -2.363
C -1.659 -0.762 -2.897
C -0.399 -1.061 -3.659
H -2.080 -1.582 -2.304
H -2.342 -0.048 -3.369
H 0.030 -2.061 -3.530
H 0.800 -2.086 -5.818
C 0.477 -1.054 -5.988
C -0.127 -0.360 -4.914
C -0.551 0.977 -5.116
H -0.990 1.534 -4.282
C -0.449 1.548 -6.383
H -0.809 2.566 -6.547
C 0.140 0.848 -7.443
H 0.250 1.307 -8.422
C 0.606 -0.455 -7.238
H 1.092 -1.011 -8.043
Se -1.485 -0.529 3.873
C -0.139 0.191 4.931
C -0.333 1.507 5.418
C 0.539 2.061 6.348
C 1.666 1.348 6.778
C 1.901 0.059 6.264
C 1.028 -0.510 5.334
H -1.204 2.069 5.075
H 0.332 3.055 6.744
H 2.355 1.793 7.508
H 2.775 -0.499 6.606
H 1.212 -1.506 4.925
*
```

## Properties
F_max = 3.04 eV/Å
E_HOMO = -2.708 eV
Kohn-Sham gap = 5.1 eV
LUMO level = 2.42 eV

Results of the Mulliken charge analysis, in e, for atoms 1 through 8: number 1, C, carries -0.29; number 2, C, carries -0.94; number 3, C, carries -0.44; number 4, H, carries 0.45; number 5, C, carries -0.27; number 6, C, carries -0.78; number 7, H, carries 0.46; number 8, H, carries 0.48